1.
Density functional theory data (ωB97M-V/def2-TZVPD) for an isolated molecule of C21H29N9O2 in a non-equilibrium geometry.

Energy   -39750.01833 eV
SMILES   CCCN(CCC)Cc1c(C(=O)N/N=C/CCc2ccccc2)nnn1-c1nonc1N
HOMO energy   -0.309 Eh
E_LUMO   0.1 eV
Net charge   0

Geometry as XYZ:
```
61
Properties=species:S:1:pos:R:3:forces:R:3:lowdin_charge:R:1
C -2.442 2.411 3.952 0.13 -0.03 -0.20 -0.112
C -1.365 2.087 2.925 0.03 -0.02 0.39 -0.241
C 0.028 2.096 3.559 -0.39 0.00 -0.18 -0.203
N 1.043 1.661 2.615 -0.01 -0.03 0.08 -0.162
C 2.282 2.416 2.587 0.37 0.05 -0.27 -0.194
C 2.637 2.883 1.168 -0.15 0.11 0.17 -0.231
C 1.499 3.681 0.547 0.24 -0.15 -0.04 -0.100
C 1.223 0.219 2.618 -0.08 0.11 0.38 -0.108
C 1.705 -0.233 1.290 -0.32 -0.20 -0.67 -0.084
C 1.022 -0.361 0.087 0.65 -0.06 0.92 -0.129
C -0.428 -0.251 -0.172 -0.29 0.00 -0.15 -0.410
O -1.264 -0.268 0.701 0.06 0.00 0.08 0.085
N -0.684 -0.155 -1.509 0.92 0.05 -0.67 0.044
N -1.934 -0.089 -1.997 -0.81 0.01 0.49 0.081
C -2.116 -0.020 -3.244 0.32 0.12 -0.11 -0.168
C -3.495 0.011 -3.800 -0.07 -0.03 -0.20 -0.169
C -3.731 -1.209 -4.709 -0.03 0.10 0.18 -0.157
C -3.476 -2.477 -3.943 -0.07 -0.07 -0.19 -0.256
C -4.433 -2.975 -3.069 0.03 0.01 -0.04 -0.041
C -4.182 -4.109 -2.319 -0.06 -0.03 0.08 -0.080
C -2.965 -4.760 -2.431 0.04 -0.09 0.05 -0.094
C -2.005 -4.273 -3.300 0.09 -0.07 0.03 -0.085
C -2.260 -3.139 -4.050 -0.03 0.01 -0.03 -0.056
N 1.914 -0.704 -0.874 -0.41 0.05 -0.17 0.084
N 3.071 -0.807 -0.362 0.98 -0.18 -0.34 0.045
N 2.991 -0.530 0.956 -1.64 0.21 -0.06 0.018
C 4.133 -0.591 1.720 1.88 -0.15 0.77 -0.182
N 4.231 -0.329 2.994 -0.76 -0.04 -0.57 0.123
O 5.513 -0.494 3.325 -0.11 0.09 0.29 -0.069
N 6.264 -0.868 2.261 0.25 -0.28 -1.03 0.113
C 5.453 -0.948 1.233 -0.57 0.35 1.21 -0.334
N 5.769 -1.320 -0.011 0.33 -0.21 -0.55 0.148
H -3.423 2.413 3.484 -0.14 0.03 0.04 0.069
H -2.445 1.671 4.750 -0.05 -0.06 0.13 0.070
H -2.270 3.390 4.396 -0.05 0.11 0.10 0.069
H -1.563 1.115 2.475 0.04 0.04 -0.04 0.081
H -1.388 2.826 2.123 0.06 -0.03 -0.10 0.107
H 0.028 1.463 4.460 0.00 0.07 0.06 0.124
H 0.256 3.116 3.877 0.04 -0.06 0.04 0.118
H 3.113 1.827 3.002 -0.12 0.17 0.05 0.099
H 2.172 3.308 3.209 0.00 -0.06 0.04 0.117
H 2.861 2.029 0.528 0.10 -0.06 -0.03 0.085
H 3.541 3.495 1.224 0.08 -0.04 -0.03 0.107
H 1.750 3.983 -0.467 -0.04 0.08 -0.09 0.068
H 0.600 3.071 0.522 -0.12 0.01 -0.04 0.057
H 1.295 4.573 1.134 -0.09 0.16 0.06 0.074
H 0.244 -0.238 2.776 0.13 -0.03 0.00 0.130
H 1.925 -0.114 3.401 -0.27 0.02 -0.08 0.119
H 0.115 -0.197 -2.147 -0.28 0.00 0.23 0.134
H -1.283 -0.017 -3.959 0.06 0.00 0.08 0.132
H -4.200 0.003 -2.969 -0.01 0.06 0.00 0.117
H -3.637 0.925 -4.382 -0.05 0.04 0.04 0.112
H -4.761 -1.185 -5.069 0.05 0.00 -0.09 0.115
H -3.064 -1.153 -5.571 -0.06 -0.02 -0.05 0.112
H -5.383 -2.468 -2.976 -0.12 0.06 0.01 0.114
H -4.936 -4.485 -1.643 -0.06 -0.03 0.05 0.102
H -2.767 -5.644 -1.843 0.01 -0.07 0.04 0.100
H -1.054 -4.777 -3.394 0.06 -0.04 -0.01 0.101
H -1.506 -2.767 -4.730 0.06 0.05 -0.08 0.109
H 6.733 -1.462 -0.249 0.00 0.00 -0.05 0.110
H 5.048 -1.253 -0.713 0.19 -0.01 0.04 0.071
```
Forces are in eV/Å.

***

2.
Density functional theory data (ωB97M-V/def2-TZVPD) for C3H4MgO4Sm as an isolated structure in a non-equilibrium geometry.

Expectation value of S²   15.807
Energy   -34700.59482 eV
HOMO energy (alpha / beta)   -0.295 / -0.429 Eh
2S+1   8
E_LUMO (alpha / beta)   -5.2 / -6.5 eV
Net charge   +1

Geometry as XYZ:
```
13
Properties=species:S:1:pos:R:3:forces:R:3:lowdin_charge:R:1
O -1.185 1.810 0.545 -0.21 -1.15 -0.12 -0.363
C -0.741 0.632 0.087 0.36 0.69 -1.01 -0.344
O -1.224 -0.520 0.711 -2.08 0.94 1.33 -0.124
C -2.637 -0.529 1.062 2.34 -3.01 -1.25 -0.197
Sm -3.062 1.784 1.559 0.11 1.12 0.31 1.717
H 1.376 0.103 -0.519 4.03 -0.89 -0.88 0.167
H -2.728 -1.245 1.892 -0.14 0.46 0.24 0.084
H -3.194 -0.964 0.210 -0.36 0.83 -0.07 0.095
H -0.494 0.499 -0.980 -0.33 0.19 0.52 0.122
O 3.004 -1.393 -0.946 -0.83 0.01 0.51 -0.204
C 2.631 -0.190 -0.875 -2.53 0.51 0.10 -0.539
O 3.424 0.727 -1.223 -0.76 0.39 0.46 -0.201
Mg 4.829 -0.715 -1.523 0.40 -0.09 -0.15 0.788
```
Forces are in eV/Å.

***

3.
Density functional theory data (ωB97M-V/def2-TZVPD) for C54H67Cl12CsN8O2 as an isolated structure in a non-equilibrium geometry.

Energy   -223917.82091 eV
HOMO energy   -0.320 Eh
E_LUMO   -0.1 eV
Net charge   0

Geometry as XYZ:
```
144
Properties=species:S:1:pos:R:3:forces:R:3:lowdin_charge:R:1
Cs -1.214 1.774 4.008 -0.05 -0.31 -0.16 0.849
C 0.853 0.172 -0.209 -1.17 -0.26 0.36 0.003
C 0.195 0.315 1.189 -1.84 0.01 -1.28 -0.826
O -1.060 0.198 1.296 -0.62 -0.36 -0.77 -0.180
O 0.873 0.624 2.155 2.49 0.47 1.65 -0.162
H 0.089 0.067 -0.979 -0.22 0.39 0.06 0.053
H 1.364 -0.788 -0.288 0.78 0.26 0.21 0.066
H 1.431 1.075 -0.408 0.49 -0.43 -0.06 0.054
Cl -6.238 -0.701 -0.107 0.35 0.14 0.39 0.525
C -4.877 -0.047 0.905 -0.15 0.30 -0.19 -0.610
C -4.148 1.089 0.165 -0.99 -0.59 0.06 -0.561
Cl -5.366 2.448 -0.153 1.01 -0.66 0.29 0.520
H -4.245 -0.903 1.140 0.29 0.22 -0.27 0.059
H -5.304 0.285 1.851 -0.09 0.15 -0.18 0.052
H -3.807 0.718 -0.802 -0.06 0.26 0.00 0.063
H -3.289 1.436 0.739 -0.21 0.19 0.03 0.048
Cl 4.054 3.217 -0.586 -0.80 1.22 0.25 0.621
C 4.536 1.661 0.061 0.97 -0.67 -1.25 -0.689
C 6.033 1.642 0.072 1.02 0.01 0.14 -0.689
Cl 6.603 2.739 1.357 0.38 0.05 0.26 0.540
H 4.277 1.021 -0.783 -0.56 -0.69 0.68 0.021
H 4.132 1.437 1.048 -0.37 0.02 -0.35 0.078
H 6.476 1.996 -0.859 -0.35 0.22 -0.04 0.064
H 6.490 0.663 0.217 -0.43 -0.08 0.45 0.046
Cl 1.152 -0.027 6.306 -0.34 0.16 0.30 0.541
C 2.125 -0.730 5.020 0.74 -1.70 -0.35 -0.662
C 2.997 -1.929 5.516 -0.45 1.04 -0.12 -0.625
Cl 2.028 -3.351 6.022 -0.09 0.28 -0.11 0.522
H 2.728 0.065 4.581 0.10 -0.19 0.10 0.078
H 1.486 -1.150 4.243 -0.26 0.43 0.03 0.045
H 3.587 -1.635 6.385 0.11 -0.11 -0.22 0.065
H 3.611 -2.265 4.681 0.13 0.12 0.18 0.029
Cl 7.393 -3.141 -3.152 0.80 0.10 0.09 0.527
C 6.241 -3.751 -4.340 -1.04 0.24 0.57 -0.670
C 4.969 -4.215 -3.565 1.36 -0.25 -2.13 -0.684
Cl 5.443 -5.746 -2.772 -0.38 0.12 0.63 0.533
H 6.659 -4.576 -4.917 0.09 0.07 0.24 0.063
H 6.049 -2.913 -5.010 -0.32 -0.13 0.02 0.055
H 4.293 -4.538 -4.356 -0.49 0.33 0.38 0.050
H 4.575 -3.435 -2.914 0.03 -0.45 0.06 -0.001
Cl -1.407 -6.722 -2.282 -0.86 -1.14 1.01 0.590
C -0.516 -5.446 -3.009 2.03 0.81 -0.35 -0.711
C 0.632 -4.900 -2.068 -1.48 -0.23 -0.16 -0.619
Cl 1.619 -3.764 -3.019 0.05 -0.12 0.31 0.624
H -1.230 -4.724 -3.403 0.40 0.32 0.40 0.040
H 0.003 -5.889 -3.859 -0.05 0.13 -0.09 0.058
H 1.220 -5.704 -1.627 0.23 -0.17 -0.69 0.067
H 0.251 -4.403 -1.176 -0.30 0.41 -0.26 0.042
Cl 5.425 -1.930 2.366 -0.76 0.03 0.13 0.538
C 3.847 -1.984 1.457 0.37 0.18 -0.37 -0.614
C 4.104 -2.690 0.158 -0.39 -0.61 -0.74 -0.628
Cl 5.176 -1.682 -0.869 0.01 -0.35 0.01 0.600
H 3.571 -0.954 1.230 -0.04 -0.02 0.29 0.042
H 3.053 -2.469 2.026 0.32 -0.15 0.16 0.048
H 3.224 -2.883 -0.455 -0.45 0.63 0.24 0.045
H 4.481 -3.709 0.243 0.70 0.28 0.36 0.079
N -4.213 3.199 3.357 0.53 1.72 -1.06 0.017
C -5.491 3.312 3.679 -0.99 1.21 -0.40 -0.161
C -6.354 4.411 3.330 2.04 -0.87 -0.29 -0.037
C -5.785 5.391 2.517 -0.26 -0.13 0.39 -0.076
C -4.426 5.343 2.197 0.39 -1.37 -0.15 -0.076
C -3.672 4.249 2.612 -1.45 -1.05 1.38 -0.149
H -5.945 2.497 4.225 0.12 -0.22 0.20 0.089
H -7.372 4.402 3.689 -0.05 0.14 -0.23 0.099
H -6.365 6.204 2.108 -0.21 0.08 0.16 0.105
H -3.961 6.033 1.508 -0.09 0.33 0.17 0.104
H -2.614 4.153 2.418 0.11 0.13 -0.25 0.069
N 0.304 4.663 -2.301 -0.52 -0.16 0.16 0.070
C 0.216 3.665 -1.376 -0.82 2.38 -1.05 -0.131
C -1.002 3.409 -0.739 0.09 -0.11 0.22 -0.051
C -2.133 4.185 -1.016 0.18 0.69 -0.81 -0.068
C -2.030 5.216 -1.967 0.53 -1.09 0.86 -0.072
C -0.802 5.379 -2.572 0.21 -0.20 0.25 -0.183
H 1.196 3.285 -1.129 -0.22 -0.73 0.18 0.057
H -1.032 2.629 0.007 -0.16 -0.21 0.11 0.083
H -3.101 4.064 -0.552 0.09 -0.45 0.35 0.053
H -2.810 5.916 -2.227 -0.30 -0.23 0.16 0.102
H -0.808 6.206 -3.267 0.94 -0.01 -0.42 0.099
N 1.293 -4.268 1.885 0.31 -0.93 0.65 0.060
C 1.202 -5.619 1.964 -1.12 0.20 -0.14 -0.129
C -0.034 -6.251 1.992 -0.87 1.61 0.49 -0.048
C -1.154 -5.400 2.160 -0.35 -1.81 -0.94 -0.084
C -1.111 -4.050 1.985 1.09 0.34 0.20 -0.074
C 0.184 -3.531 1.893 0.50 0.00 0.13 -0.136
H 2.068 -6.239 2.136 0.56 0.37 -0.55 0.104
H -0.245 -7.307 1.905 0.54 -0.14 0.41 0.103
H -2.097 -5.890 2.352 -0.29 -0.03 -0.19 0.102
H -2.001 -3.439 1.949 0.16 0.13 0.22 0.088
H 0.403 -2.478 1.990 -0.37 0.43 -0.55 0.096
N 0.499 4.461 3.673 1.21 -0.08 -0.20 -0.025
C 1.517 4.145 2.806 0.63 2.80 1.76 -0.101
C 2.784 4.864 2.855 -2.85 0.15 0.33 -0.026
C 2.850 5.944 3.749 0.51 -1.38 -0.54 -0.062
C 1.804 6.212 4.643 2.06 0.44 -0.10 -0.094
C 0.703 5.445 4.623 -0.92 -1.53 -1.76 -0.158
H 1.347 3.456 1.991 -0.27 -0.43 0.26 0.085
H 3.515 4.678 2.082 0.28 -0.11 0.22 0.071
H 3.788 6.478 3.784 -0.09 0.38 0.08 0.103
H 1.941 6.971 5.399 -0.14 0.17 -0.05 0.105
H -0.079 5.694 5.325 -0.42 -0.49 -0.09 0.103
N -1.054 1.230 -7.173 -0.24 2.07 -0.64 0.049
C -1.391 0.485 -6.151 -0.05 -0.22 2.21 -0.169
C -1.588 0.993 -4.849 -0.07 1.34 -0.91 -0.059
C -1.404 2.373 -4.675 -1.01 -0.98 0.78 -0.118
C -1.116 3.213 -5.714 0.52 -1.05 -2.44 -0.058
C -0.994 2.587 -7.003 0.65 -0.93 1.65 -0.101
H -1.452 -0.586 -6.277 -0.01 -0.17 -0.34 0.088
H -1.955 0.444 -3.994 0.24 -0.46 -0.22 0.083
H -1.630 2.788 -3.704 0.28 0.11 0.28 0.084
H -0.922 4.260 -5.533 -0.17 0.11 -0.28 0.091
H -0.691 3.117 -7.894 -0.18 0.29 0.01 0.091
N 2.992 -0.972 -4.236 0.60 2.28 0.92 0.063
C 4.184 -0.319 -4.019 -1.41 0.95 -0.13 -0.165
C 4.301 1.037 -3.660 -1.70 -0.28 -0.76 -0.090
C 3.131 1.829 -3.603 0.52 -1.14 -0.05 -0.080
C 1.879 1.201 -3.797 1.69 0.01 0.36 -0.054
C 1.878 -0.171 -4.054 1.24 -0.74 0.11 -0.132
H 5.166 -0.744 -4.168 -0.27 -1.16 -0.12 0.080
H 5.297 1.449 -3.595 -0.01 0.20 0.25 0.098
H 3.257 2.880 -3.390 -0.39 0.12 -0.02 0.078
H 0.967 1.769 -3.687 -0.08 -0.13 -0.11 0.072
H 0.932 -0.692 -4.057 -0.15 -0.21 -0.37 0.071
N -1.467 -2.105 -3.663 0.32 -0.77 0.46 0.055
C -1.376 -2.103 -2.320 -0.80 0.76 0.10 -0.158
C -2.476 -2.217 -1.430 0.97 0.60 -1.34 -0.041
C -3.666 -2.422 -2.054 -1.01 -0.42 -0.04 -0.102
C -3.760 -2.534 -3.437 -0.76 -0.41 0.21 -0.065
C -2.655 -2.387 -4.242 0.31 -0.30 1.58 -0.153
H -0.407 -1.933 -1.874 0.34 0.07 -0.33 0.069
H -2.453 -1.996 -0.373 0.57 -0.33 0.13 0.092
H -4.558 -2.582 -1.467 -0.17 0.20 0.02 0.073
H -4.740 -2.810 -3.799 0.03 0.07 -0.50 0.104
H -2.707 -2.662 -5.285 0.25 0.59 -0.28 0.108
N -3.401 -0.750 4.740 -0.15 -1.21 -0.16 0.024
C -2.812 -1.933 4.395 -1.19 0.78 -0.25 -0.123
C -3.542 -3.072 4.084 -0.94 -0.74 0.30 -0.091
C -4.916 -3.080 4.219 -0.85 2.56 0.40 -0.055
C -5.545 -1.875 4.662 0.99 -0.33 -0.05 -0.046
C -4.759 -0.721 4.891 1.42 -1.80 -0.42 -0.130
H -1.743 -2.007 4.259 0.24 0.56 0.24 0.102
H -3.162 -4.041 3.796 0.86 0.28 -0.05 0.086
H -5.535 -3.912 3.919 0.10 -0.21 0.24 0.106
H -6.605 -1.900 4.870 -0.11 0.30 -0.16 0.094
H -5.126 0.238 5.227 -0.39 -0.06 -0.04 0.090
```
Forces are in eV/Å.

***

4.
Density functional theory data (ωB97M-V/def2-TZVPD) for an isolated molecule of C4H9NO2S in a non-equilibrium geometry.

Energy   -20711.78717 eV
HOMO energy   -0.341 Eh
E_LUMO   0.8 eV
Net charge   0

Geometry as XYZ:
```
17
Properties=species:S:1:pos:R:3:forces:R:3:lowdin_charge:R:1
C 1.268 0.792 1.014 2.73 -2.01 -1.93 -0.283
C 0.579 0.309 -0.272 0.26 -0.82 0.02 -0.393
C 1.255 -0.987 -0.720 1.22 -0.66 -2.40 -0.105
C -1.845 -0.584 -0.607 -0.59 -0.72 -1.37 -0.119
N -0.840 0.062 0.245 2.62 0.24 -1.29 -0.346
O -2.125 2.081 1.167 1.15 -0.14 0.05 -0.429
O 0.406 1.676 1.617 -0.63 0.77 0.23 -0.313
S -1.135 1.079 1.563 -2.32 -0.35 0.41 0.938
H 1.377 -0.237 1.537 0.16 1.90 0.15 0.138
H 2.365 1.241 0.770 -2.77 -0.79 0.86 0.181
H 0.727 0.957 -1.139 -0.84 0.77 0.33 0.136
H 0.881 -1.770 -0.077 -0.04 -0.61 -0.20 0.064
H 2.419 -1.026 -0.665 -1.98 0.59 0.22 0.108
H 1.073 -1.194 -1.882 0.02 0.16 2.62 0.116
H -2.708 -0.952 0.009 0.86 0.38 -0.39 0.079
H -2.314 0.123 -1.418 1.08 -1.25 1.37 0.107
H -1.384 -1.569 -1.143 -0.94 2.54 1.30 0.121
```
Forces are in eV/Å.

***

Q: What is the formula in the fourth record?
A: C4H9NO2S

***

Q: Which value of energy does entry 4 give?
A: -20711.78717 eV